The following is a DFT calculation (the ωB97M-V functional and the def2-TZVPD basis) of a molecular structure, C2H6GaS in a non-equilibrium geometry.

Results
HOMO, eV: -3.92
Total charge: -1
HOMO-LUMO gap, eV: 7.66
Molecular weight, Da: 131.86

```
10
C2H6GaS, DFT the ωB97M-V functional and the def2-TZVPD basis
C 2.0614 0.0815 0.0546
C 0.9243 -0.6235 -0.0979
Ga -0.8495 0.4173 -0.1486
S -2.5182 -1.0430 0.6273
H 2.8196 -0.2396 0.7683
H 2.1896 1.0063 -0.4968
H 0.9458 -1.7115 -0.1491
H -0.7360 1.6330 0.8813
H -1.2416 0.8498 -1.6475
H -3.5955 -0.3704 0.2084
```